1.
C28H47BKN6O3 | ωB97M-V/def2-TZVPD

Each line ends with the Löwdin charge.
Geometry (Å):
K 11.287 10.463 11.831  0.7014
O 9.166 11.794 11.949  -0.1805
O 8.981 9.220 11.276  -0.1359
O 7.129 12.315 11.220  -0.0475
N 13.201 7.416 10.396  0.0291
N 12.624 8.470 13.473  0.1037
N 14.444 10.354 11.480  0.1382
N 12.401 8.492 9.943  0.1092
N 15.024 9.058 11.562  0.0479
N 13.449 7.484 12.934  0.0276
C 14.267 5.148 13.532  -0.0339
C 10.016 9.021 15.061  -0.0296
C 16.079 13.257 12.759  -0.0530
C 13.238 6.436 9.454  -0.2826
C 11.484 8.916 15.605  -0.5131
C 15.301 12.709 11.514  -0.5405
C 12.498 6.887 8.358  -0.0106
C 6.948 9.600 10.085  -0.0417
C 6.983 9.428 12.608  -0.0276
C 13.848 13.172 11.458  -0.0559
C 7.718 9.904 11.354  -0.5396
C 15.459 11.196 11.517  -0.3051
C 8.015 11.460 11.508  -0.6216
C 16.394 9.195 11.629  -0.2721
C 16.686 10.543 11.658  -0.0231
C 12.319 8.077 14.697  -0.3178
C 12.059 8.181 8.694  -0.2850
C 12.180 10.288 15.861  -0.0409
C 11.088 10.505 8.457  -0.0514
C 13.578 6.461 13.815  -0.2703
C 17.441 8.104 11.688  -0.0481
C 12.867 6.822 14.970  -0.0008
C 11.409 8.236 17.008  -0.0846
C 12.313 9.289 6.539  -0.0656
C 11.366 9.168 7.742  -0.5488
C 10.072 8.495 7.232  -0.0483
C 13.985 5.132 9.546  -0.0354
C 16.077 13.229 10.268  -0.0584
B 14.227 7.706 11.569  -0.4557
H 12.799 6.304 15.955  0.1050
H 6.721 8.340 12.575  0.0903
H 8.799 8.275 11.125  0.1033
H 11.892 10.126 5.904  0.0924
H 15.071 5.281 9.492  0.0757
H 10.373 7.569 6.714  0.0736
H 18.415 8.533 11.992  0.0727
H 10.892 7.237 16.964  0.0891
H 12.423 8.077 17.428  0.0845
H 9.376 8.277 8.022  0.0658
H 12.263 8.341 5.945  0.0757
H 13.630 4.514 8.708  0.0748
H 6.069 10.022 12.711  0.0858
H 13.403 9.423 6.761  0.0983
H 15.024 6.802 11.479  0.1003
H 10.808 8.837 17.693  0.0727
H 17.658 11.002 11.634  0.0978
H 13.210 12.959 12.377  0.0986
H 5.942 9.972 10.264  0.0766
H 9.994 9.389 14.002  0.0584
H 14.177 4.467 14.421  0.0882
H 13.890 14.276 11.337  0.0865
H 12.373 10.898 14.961  0.0747
H 13.791 4.597 10.504  0.0657
H 16.026 14.359 12.738  0.0780
H 15.315 5.248 13.333  0.0528
H 17.188 7.246 12.392  0.0805
H 6.933 8.503 9.822  0.0915
H 9.489 9.713 15.700  0.0748
H 7.589 9.584 13.542  0.0850
H 9.544 9.175 6.531  0.0901
H 11.522 10.883 16.507  0.0765
H 12.044 10.872 8.921  0.0851
H 10.680 11.217 7.713  0.0872
H 17.557 7.554 10.720  0.0819
H 15.590 12.886 9.330  0.0922
H 13.809 4.666 12.657  0.0613
H 15.633 12.897 13.711  0.0901
H 17.155 12.940 10.304  0.0858
H 7.383 10.124 9.187  0.0997
H 17.131 12.922 12.779  0.0700
H 15.981 14.313 10.227  0.0674
H 13.379 12.692 10.584  0.0745
H 9.527 8.052 15.103  0.0829
H 13.144 10.204 16.368  0.0810
H 10.277 10.349 9.228  0.0708
H 12.344 6.406 7.387  0.1023

Cartesian forces, eV/Å:
K 0.596 -0.260 -0.099
O -0.845 -1.127 -0.283
O 0.247 -0.401 0.002
O 0.369 -2.172 0.112
N -0.428 1.587 -0.478
N 1.076 -0.504 -0.678
N 0.631 -1.542 0.188
N 1.154 -1.147 -0.420
N -0.010 1.011 -0.523
N -0.480 0.709 0.555
C -0.775 -0.290 0.670
C 1.366 0.676 -0.657
C -0.719 -0.054 0.188
C -0.270 0.723 -0.486
C -0.270 -0.011 0.940
C 1.273 -0.600 0.278
C 0.379 -0.308 -0.073
C 0.032 0.031 -0.935
C 0.001 -0.155 0.801
C -0.291 0.310 0.559
C 0.515 0.124 0.179
C -0.728 0.340 0.516
C 0.344 2.273 0.097
C -0.326 -0.083 0.295
C 0.133 -0.589 -0.554
C 0.143 -0.345 -0.420
C -0.293 0.244 0.720
C -0.745 0.439 -0.438
C -0.235 -0.294 0.125
C -0.378 0.319 0.617
C -0.445 -1.541 0.212
C 0.520 -0.916 0.657
C -0.178 -0.819 -0.347
C -0.117 0.387 -1.120
C 0.312 -1.066 1.012
C 0.426 0.689 -0.766
C -0.294 0.019 0.545
C -0.466 -0.094 -0.226
B -0.750 -0.723 0.289
H 0.138 0.228 -1.297
H 0.146 0.718 -0.185
H 0.109 0.557 0.094
H 0.816 -0.793 0.358
H -0.215 -0.053 -0.121
H -0.465 0.294 0.144
H -0.551 -0.203 -0.237
H 0.528 0.802 -0.116
H -0.587 0.173 -0.154
H -0.197 -0.191 0.527
H -0.002 0.790 0.349
H 0.340 0.050 0.322
H 0.019 -0.207 0.041
H -1.070 0.289 0.107
H 0.104 0.157 0.130
H 0.155 0.175 0.010
H 0.161 -0.121 0.151
H 1.027 0.070 -1.030
H -0.199 -0.081 -0.454
H -0.080 -0.305 1.006
H -0.104 0.655 -0.824
H -0.401 -0.577 -0.077
H -0.227 -0.484 0.125
H 0.026 0.363 -0.702
H 0.177 -0.327 0.132
H 0.660 0.219 -0.211
H 0.171 1.293 -0.524
H -0.083 0.886 0.547
H -0.426 0.296 0.075
H -0.384 -0.031 -1.009
H 0.301 -0.402 0.123
H 0.110 0.004 -0.036
H -1.022 -0.120 -0.391
H 0.368 -0.117 0.426
H -0.031 0.724 0.489
H 0.467 -0.170 0.494
H 0.116 0.021 0.319
H 0.079 0.223 -0.572
H -0.917 0.183 -0.145
H -0.389 -0.355 0.980
H -0.449 0.269 -0.235
H 0.279 0.238 0.126
H -0.040 0.385 0.294
H 0.026 -0.165 -0.055
H -0.078 -0.381 -0.025
H 0.968 0.225 -0.612
H 0.149 -0.043 0.587

## Properties
HOMO-LUMO gap: 7.739 eV
Electronic energy: -61889.4967 eV
Energy above the lowest of the compared OMol25 structures with the same formula, charge and spin: 0.000 eV
2S+1: 1
Highest occupied orbital energy: -5.368 eV
Charge: -1

***

2.
C28H47BrCoNO3P3 | ωB97M-V/def2-TZVPD

Each line ends with the Mulliken spin population.
Geometry (Å):
Br 3.338 -2.416 -0.603  0.0742
Co 1.170 -1.911 0.199  2.1248
P 1.559 0.142 -2.447  0.4444
P 2.379 -1.416 2.039  0.0663
P 0.202 0.727 0.615  0.0798
O 3.592 -2.431 2.306  -0.0029
O 3.115 0.036 1.937  0.0237
O 1.646 -1.312 3.507  0.0037
N -6.504 2.502 1.632  0.0002
C -2.810 -2.661 0.037  -0.0136
C -4.748 -1.181 0.727  -0.0038
C -1.964 -2.415 1.148  0.0445
C -6.174 1.670 2.637  -0.0001
C 0.330 -0.885 -3.387  0.0597
C 3.934 -3.072 3.543  -0.0005
C 1.333 1.874 -3.014  0.0689
C -1.115 1.442 -0.460  0.0784
C -0.586 -2.689 1.058  -0.1376
C 0.044 -0.439 -4.818  0.0392
C -5.458 0.003 1.068  0.0011
C 1.467 2.115 0.687  0.0308
C 1.040 3.585 0.634  0.0039
C -5.652 0.394 2.410  -0.0002
C -0.996 -3.479 -1.292  -0.0315
C 3.299 -1.092 -4.405  0.0324
C -0.205 -2.941 -0.299  -0.1972
C 0.891 -2.408 4.040  0.0035
C -0.516 0.830 2.308  0.0591
C 3.225 -0.307 -3.110  0.0824
C -6.357 2.111 0.357  -0.0001
C 4.536 0.196 1.781  -0.0010
C -2.121 2.442 0.105  0.0052
C -4.079 -2.030 0.120  0.0001
C 2.143 2.291 -4.234  0.0373
C -0.631 2.167 3.033  0.0109
C -2.387 -3.353 -1.098  0.0070
C -5.844 0.859 0.027  -0.0002
H 1.040 -2.467 5.120  0.0004
H -0.622 -3.914 -2.222  -0.0046
H -0.771 -1.051 -5.224  0.0061
H 2.161 1.900 -0.144  0.0083
H 2.562 -1.903 -4.451  0.0001
H 4.102 -2.324 4.340  -0.0003
H -0.277 0.606 -4.894  -0.0006
H 3.220 2.169 -4.070  0.0013
H 1.618 2.502 -2.153  0.0008
H 4.860 -3.623 3.330  0.0005
H -6.675 2.790 -0.437  0.0000
H 1.954 4.202 0.667  0.0010
H -1.504 0.363 2.225  0.0024
H -1.654 3.362 0.476  0.0001
H -2.444 -2.200 2.138  -0.0024
H 2.035 1.925 1.610  0.0008
H 0.345 2.613 3.245  0.0002
H -1.659 0.560 -0.830  0.0048
H -0.609 -0.880 -2.804  -0.0157
H -2.741 2.007 0.898  -0.0002
H 0.901 -0.584 -5.485  -0.0050
H 0.100 0.160 2.926  -0.0022
H 3.854 0.593 -3.144  0.0026
H -0.253 -3.250 1.975  0.0118
H 0.682 -1.930 -3.374  -0.0008
H -1.119 2.006 4.001  0.0024
H 4.710 1.276 1.863  0.0009
H 0.259 2.044 -3.181  0.0005
H 5.067 -0.326 2.593  0.0005
H 1.844 1.746 -5.139  -0.0045
H -0.185 -2.302 3.847  0.0001
H -2.811 2.747 -0.693  0.0004
H 3.124 -3.760 3.827  0.0002
H 1.958 3.357 -4.407  0.0057
H -0.616 1.883 -1.336  -0.0144
H -6.359 2.018 3.658  0.0000
H -1.245 2.903 2.509  -0.0006
H 4.898 -0.153 0.801  0.0005
H 3.181 -0.454 -5.290  0.0003
H 4.289 -1.562 -4.472  0.0020
H -5.659 0.563 -1.005  0.0000
H 1.191 -3.376 3.621  -0.0025
H 0.506 3.845 -0.294  0.0007
H 0.436 3.884 1.504  0.0005
H 3.668 -0.948 -2.324  0.0051
H -5.327 -0.258 3.224  0.0000
H -3.132 -3.704 -1.814  0.0002

Cartesian forces, eV/Å:
Br -1.049 -0.478 -0.160
Co 1.635 1.373 -0.205
P 0.412 -0.179 -2.443
P 1.668 0.441 2.555
P 0.223 1.842 0.129
O -0.848 0.335 -0.359
O -1.165 -1.539 -0.004
O 0.491 0.137 -0.737
N -0.025 -0.149 0.056
C -0.119 0.804 0.509
C 0.971 -1.580 -1.960
C -0.646 -0.234 0.207
C -0.160 -0.141 -0.714
C -0.381 -0.373 0.896
C 0.167 0.006 0.514
C -0.450 0.460 0.951
C -0.125 -0.544 -0.487
C -0.664 -1.123 -0.270
C 0.060 0.184 -0.562
C -0.245 0.471 0.547
C 0.299 -0.528 -0.062
C -0.015 0.250 -0.019
C 0.263 0.117 -0.499
C -0.501 0.036 0.002
C -0.085 -0.163 -0.725
C -0.764 -1.933 0.192
C -0.405 -0.499 -0.007
C -0.066 -0.875 0.217
C 0.767 -0.331 1.415
C 0.009 -0.537 0.660
C 0.657 0.217 0.300
C -0.269 0.316 0.041
C -1.567 1.559 2.294
C 0.201 0.036 -0.394
C -0.136 0.370 0.209
C 0.935 0.019 0.207
C 0.238 0.138 0.139
H 0.129 0.242 -0.175
H 0.132 0.325 0.309
H 0.133 0.091 0.180
H -0.011 0.117 0.342
H 0.227 0.170 -0.012
H -0.079 -0.426 -0.368
H 0.052 -0.217 0.097
H -0.328 0.115 -0.171
H -0.150 -0.053 -0.303
H -0.399 0.167 0.214
H 0.106 0.003 0.375
H -0.309 -0.206 -0.075
H 0.034 -0.037 0.066
H -0.103 -0.344 -0.074
H 0.495 -0.271 -1.071
H -0.197 0.091 -0.407
H -0.110 -0.122 -0.058
H -0.065 0.179 -0.087
H 0.313 0.068 -0.133
H 0.186 0.077 -0.091
H -0.190 0.088 0.245
H -0.284 0.137 -0.128
H -0.346 -0.182 0.079
H 0.426 0.935 -1.116
H 0.005 0.385 0.121
H 0.138 -0.102 -0.151
H -0.007 -0.351 0.014
H 0.280 -0.097 0.079
H -0.167 0.253 -0.416
H 0.165 0.134 0.272
H 0.267 0.343 0.070
H 0.146 -0.133 0.125
H 0.605 0.157 0.021
H 0.021 -0.203 0.003
H -0.091 -0.169 0.288
H 0.122 0.007 -0.415
H 0.176 -0.187 0.052
H -0.340 -0.022 0.370
H -0.046 -0.192 0.227
H -0.243 0.169 0.059
H -0.225 0.085 0.227
H 0.058 0.183 -0.011
H 0.108 -0.086 0.342
H 0.193 -0.134 -0.534
H -0.226 0.639 -0.593
H -0.287 0.245 -0.240
H 0.375 0.226 0.019

## Properties
HOMO-LUMO gap (alpha / beta): 5.784 / 4.771 eV
Electronic energy: -172947.6684 eV
2S+1: 4
<S²>: 3.8849
Highest occupied orbital energy (alpha / beta): -13.550 / -13.632 eV
Charge: +2

***

3.
C28H47BrF9N4O8S2 | ωB97M-V/def2-TZVPD

Each line ends with the Löwdin charge.
Geometry (Å):
Br -5.742 3.677 -2.732  0.6544
S 3.592 -3.942 0.005  0.7472
S 0.179 2.658 -7.602  0.5959
F 2.060 -5.985 0.582  0.1674
F 2.975 -2.811 0.920  -0.1343
F 1.770 -5.211 -1.366  0.1569
F 4.253 -5.070 -0.876  -0.1107
F 3.254 -3.138 -1.309  -0.1221
F 4.967 -3.198 0.052  -0.0977
F -0.307 -4.995 0.124  0.1127
F 0.682 -3.989 1.705  0.1420
F 3.996 -4.724 1.304  -0.1062
O 0.995 2.497 -6.455  -0.2273
O 1.118 2.815 -8.889  -0.1811
O -0.841 3.635 -7.669  -0.2078
O 4.966 0.698 2.624  -0.0274
O -0.729 2.729 3.604  0.1023
O -1.449 -1.468 4.413  -0.0967
O -0.450 1.230 -7.976  -0.1976
O 4.492 -1.500 2.905  0.1422
N -1.841 -0.550 -1.313  0.0415
N -0.469 1.409 3.343  -0.0152
N -2.230 1.468 1.860  0.1522
N -0.934 -0.539 2.267  0.0317
C 4.230 2.366 0.998  -0.0460
C -1.227 0.782 2.504  -0.2509
C -0.363 -0.286 -3.288  -0.2299
C 1.149 1.589 -9.633  -0.1575
C -1.681 0.100 -2.611  -0.2130
C 1.941 0.811 3.169  -0.1396
C -0.331 1.161 -0.425  -0.0543
C -2.419 -0.863 5.294  -0.1752
C 0.701 -4.115 0.382  -0.4760
C -3.181 2.032 -0.301  -0.1253
C -4.351 2.326 -2.575  -0.6222
C 4.684 0.910 1.188  -0.1626
C -2.340 -0.114 7.744  -0.0856
C -1.353 0.177 -0.137  -0.3823
C 3.007 0.025 3.944  -0.0681
C 0.678 0.818 4.025  -0.1048
C -4.365 1.619 -1.213  -0.2616
C -2.576 0.896 0.528  -0.2071
C -1.699 -0.025 6.352  -0.2308
C -1.781 -1.456 3.068  -0.1594
C 4.214 -0.342 3.101  -0.4734
C 0.455 -1.555 0.491  -0.1030
C 0.148 0.778 -4.244  -0.1030
C -0.191 0.942 -9.359  -0.1586
C 1.958 -4.870 -0.106  -0.4883
C 0.476 2.062 -0.639  0.2039
C -0.898 -0.916 0.843  -0.1983
C 0.349 -2.837 -0.354  -0.0505
H 0.494 -0.179 4.396  0.1104
H -0.533 0.917 -5.076  0.0644
H -1.657 -2.462 2.687  0.1457
H -1.844 1.176 -2.626  0.0967
H 0.954 -1.716 1.439  0.1016
H -4.426 0.547 -1.376  0.0960
H -3.062 1.450 2.443  0.1647
H -2.910 -1.681 5.813  0.1281
H 5.014 2.918 0.497  0.0789
H -0.026 3.240 3.177  0.1448
H 1.066 0.394 -4.679  0.0778
H 3.324 2.358 0.400  0.0474
H 0.360 -0.395 -2.477  0.0858
H -0.984 1.396 -9.957  0.1358
H 0.923 -2.705 -1.261  0.1147
H -0.673 -2.917 -0.698  0.1208
H -3.419 2.843 -2.756  0.0427
H 0.867 1.434 4.897  0.1445
H -0.659 -0.311 6.448  0.1048
H 2.541 -0.912 4.233  0.1253
H 3.910 0.208 0.901  0.1046
H 5.611 0.686 0.679  0.1245
H 1.130 2.883 -0.733  0.0411
H -1.872 -0.924 8.291  0.0797
H -2.088 0.795 8.279  0.0738
H -3.361 0.145 0.661  0.1525
H -1.627 -1.712 0.706  0.1440
H -2.834 -1.191 2.905  0.1396
H -3.577 2.768 0.390  0.1203
H 3.256 0.538 4.869  0.1382
H 2.322 1.817 3.019  0.1077
H -4.456 1.620 -3.384  0.0545
H -2.789 -0.851 -1.166  0.1119
H -3.137 -0.242 4.764  0.1190
H 1.305 1.795 -10.688  0.1378
H -0.440 -1.272 -3.733  0.1121
H -2.459 -0.315 -3.252  0.1287
H -1.696 1.014 6.015  0.0978
H 1.741 0.360 2.200  0.1057
H 0.421 1.695 -3.736  0.0722
H -3.421 -0.188 7.720  0.0769
H 1.101 -0.864 -0.046  0.1085
H -2.453 2.560 -0.908  0.1030
H -5.282 1.935 -0.732  0.0775
H 1.973 0.980 -9.255  0.1349
H 4.009 2.786 1.966  0.0678
H -0.181 -0.131 -9.526  0.1362

Cartesian forces, eV/Å:
Br 0.104 -0.129 -0.053
S 0.991 -0.851 0.287
S 0.125 -0.239 -0.568
F 0.227 -0.725 0.699
F -0.399 0.451 -0.189
F -0.131 0.188 -1.018
F 0.121 -0.313 -0.190
F -0.492 0.539 -0.254
F 0.230 0.261 0.026
F -0.296 -0.580 -0.261
F 0.523 0.304 1.038
F 0.021 -0.143 0.349
O -0.056 0.139 0.180
O -0.368 -0.028 0.022
O -0.022 0.253 0.212
O -0.976 -0.203 -0.369
O -0.307 -0.055 0.317
O -0.457 0.783 -0.391
O 0.404 -0.007 0.110
O -0.156 1.003 -0.140
N 0.696 0.460 -0.313
N 0.155 -0.133 0.207
N 0.135 -0.737 -0.331
N 0.382 -0.220 0.041
C 0.229 -1.045 -0.308
C -0.062 0.399 -0.248
C 0.243 0.765 1.086
C 0.261 -0.369 0.057
C -0.290 -0.963 -0.978
C 0.307 0.227 0.318
C 2.444 2.595 -0.653
C 1.077 -0.420 1.001
C -0.858 -0.056 -1.115
C -0.740 -0.133 -0.332
C 0.206 -0.138 0.058
C 0.281 0.508 0.998
C 0.643 0.511 -0.309
C -1.625 -0.353 0.744
C -0.530 -0.290 -0.315
C 1.097 0.237 0.297
C 0.122 0.581 -0.153
C -0.115 0.510 -0.168
C -0.466 0.436 -0.045
C -0.251 -0.370 0.192
C 0.610 -0.967 0.570
C 0.269 0.179 -0.040
C 0.371 -1.204 -0.132
C -0.249 0.196 -0.375
C -0.131 0.388 0.452
C -2.356 -2.528 0.928
C 0.431 -0.766 -0.376
C 0.023 0.958 0.293
H -0.565 -0.153 -0.241
H -0.185 0.406 0.008
H 0.377 -0.063 -0.339
H 0.214 0.217 0.287
H 0.084 -0.321 0.080
H 0.068 -0.175 0.040
H -0.001 0.761 0.128
H -0.426 -0.111 -0.144
H -0.055 0.381 -0.009
H 0.101 0.006 -0.131
H 0.180 0.116 -0.219
H -0.083 0.278 -0.198
H 0.227 -0.046 -0.014
H 0.028 -0.015 -0.024
H 0.270 -0.272 -0.115
H -0.216 -0.298 -0.029
H 0.138 0.225 0.053
H -0.208 0.200 0.179
H 0.172 -0.296 -0.179
H 0.184 -0.319 0.093
H -0.009 -0.195 -0.248
H 0.012 -0.095 -0.282
H 0.360 0.305 -0.255
H -0.360 -0.343 0.137
H -0.074 0.120 0.229
H 0.105 -0.270 0.011
H -0.346 0.045 0.074
H -0.166 0.037 0.180
H 0.112 0.174 0.196
H 0.355 0.239 -0.041
H -0.172 0.237 -0.230
H -0.379 -0.029 -0.230
H -0.141 -0.019 0.117
H -0.171 -0.133 -0.257
H -0.018 0.231 0.047
H -0.137 -0.109 -0.261
H -0.319 0.099 0.045
H 0.051 0.128 0.024
H -0.028 -0.097 -0.127
H -0.335 0.300 -0.015
H -0.159 -0.200 0.004
H -0.089 0.318 -0.023
H 0.434 -0.099 0.160
H -0.248 -0.324 0.234
H -0.016 -0.011 -0.017
H 0.059 0.295 0.195
H -0.017 -0.035 0.247

## Properties
HOMO-LUMO gap: 8.743 eV
Electronic energy: -168295.6951 eV
2S+1: 1
Highest occupied orbital energy: -12.006 eV
Charge: +1

***

> What is the 2S+1 in the third record?

1

***

> Which formula does entry 2 have?

C28H47BrCoNO3P3